No. 1
Molecular formula: C4H12N2O
Method: DFT, ωB97M-V/def2-TZVPD

Geometry as ORCA input:
```
! wB97M-V def2-TZVPD RIJCOSX def2/J DEFGRID3
* xyz 2 1
O -0.851 1.120 -2.709
C -0.340 1.594 -1.758
C -0.588 0.951 -0.306
C 0.306 -0.120 0.338
C 0.388 -1.467 -0.286
N 0.748 -2.635 0.659
N -0.659 2.223 0.630
H 0.356 2.390 -1.792
H -1.613 0.672 -0.253
H -0.250 -0.264 1.302
H 1.243 0.235 0.564
H 1.146 -1.567 -1.116
H -0.596 -1.736 -0.798
H 0.179 -2.945 1.480
H 1.701 -2.478 1.126
H 0.872 -3.538 0.198
H -0.690 1.930 1.624
H -1.520 2.844 0.417
H 0.168 2.790 0.680
*
```

Computed properties:
* LUMO: -7.12 eV
* energy relative to the best compared isomer or geometry (same formula, charge and spin): 30.4 kcal/mol
* DFT total energy: -9351.83694 eV

---

No. 2
Molecular formula: C4H12N2O2
Method: DFT, ωB97M-V/def2-TZVPD

Geometry as ORCA input:
```
! wB97M-V def2-TZVPD RIJCOSX def2/J DEFGRID3
* xyz 0 1
N 0.755 0.197 0.881
C 0.143 0.735 -0.370
C 0.086 -0.298 -1.488
C 1.339 -0.888 -2.034
O 1.326 -1.955 -2.543
C -1.260 1.514 -0.186
N -1.412 2.379 0.985
H 0.107 0.419 1.656
H 0.970 -0.717 0.781
H 0.815 1.492 -0.726
H -0.421 0.308 -2.286
H -0.714 -1.133 -1.248
H 2.086 -0.209 -2.186
H -1.351 2.233 -1.155
H -2.103 0.937 -0.434
H -1.744 3.194 0.596
H -0.668 2.560 1.580
H 0.787 -4.322 2.479
H 0.271 -2.988 3.014
O 0.989 -3.458 2.683
*
```

Computed properties:
* LUMO: 0.73 eV
* energy relative to the best compared isomer or geometry (same formula, charge and spin): 84.8 kcal/mol
* DFT total energy: -11415.53814 eV

---

No. 3
Molecular formula: C4H12N2O2
Method: DFT, ωB97M-V/def2-TZVPD

Geometry as ORCA input:
```
! wB97M-V def2-TZVPD RIJCOSX def2/J DEFGRID3
* xyz 0 1
C 1.399 -0.455 0.222
C 1.538 -0.765 -1.255
C 2.145 0.960 0.562
O 1.825 -1.483 1.069
H 2.756 -1.664 0.883
H 0.477 0.058 0.566
H 3.188 0.845 0.265
H 1.050 -1.711 -1.485
H 1.070 0.019 -1.843
H 2.591 -0.849 -1.540
H 1.692 1.764 -0.006
H 2.099 1.165 1.629
C -2.334 0.574 -0.019
N -3.591 1.040 0.283
N -2.201 -0.788 0.048
O -1.409 1.317 -0.277
H -1.252 -1.130 0.118
H -3.753 2.011 0.074
H -4.383 0.428 0.196
H -2.908 -1.334 0.511
*
```

Computed properties:
* LUMO: 0.80 eV
* energy relative to the best compared isomer or geometry (same formula, charge and spin): 23.2 kcal/mol
* DFT total energy: -11418.21158 eV

---

No. 4
Molecular formula: C4H12N2O2
Method: DFT, ωB97M-V/def2-TZVPD

Geometry as ORCA input:
```
! wB97M-V def2-TZVPD RIJCOSX def2/J DEFGRID3
* xyz 0 1
C 0.273 0.822 1.473
C 0.487 0.025 0.193
C 0.489 0.878 -1.092
N -0.617 -0.954 -0.092
C -1.953 -0.676 -0.009
N -2.781 -1.651 -0.511
O -2.427 0.318 0.518
H -0.733 1.212 1.543
H 0.583 0.247 2.341
H 0.967 1.668 1.474
H 1.295 -0.663 0.399
H 0.480 0.227 -1.963
H 1.406 1.458 -1.127
H -0.402 1.496 -1.127
H -0.348 -1.823 -0.519
H -2.443 -2.501 -0.920
H -3.760 -1.498 -0.367
H 2.969 1.275 -0.033
H 3.026 -0.347 -0.066
O 3.490 0.485 -0.117
*
```

Computed properties:
* LUMO: 0.55 eV
* energy relative to the best compared isomer or geometry (same formula, charge and spin): 23.5 kcal/mol
* DFT total energy: -11418.19986 eV

---

No. 5
Molecular formula: C4H12N2O2
Method: DFT, ωB97M-V/def2-TZVPD

Geometry as ORCA input:
```
! wB97M-V def2-TZVPD RIJCOSX def2/J DEFGRID3
* xyz 0 1
C 1.779 0.067 1.715
N 0.259 -0.009 1.749
C -0.475 0.967 1.081
C -0.501 1.172 -0.560
N -1.174 -0.107 -1.081
C -0.399 -0.551 -2.250
O 0.686 1.310 -1.141
H 2.171 1.036 2.009
H 2.125 -0.166 0.679
H 2.100 -0.704 2.365
H -0.241 1.958 1.356
H -1.523 0.745 1.326
H -1.208 2.013 -0.935
H -0.902 -0.753 -0.415
H 0.600 -0.601 -1.976
H -0.795 -1.639 -2.405
H -0.642 0.049 -3.123
H -0.044 -1.007 1.466
H -0.197 -2.578 -0.353
O -0.369 -2.244 0.568
*
```

Computed properties:
* LUMO: -3.64 eV
* energy relative to the best compared isomer or geometry (same formula, charge and spin): 196.8 kcal/mol
* DFT total energy: -11410.68087 eV

---

No. 6
Molecular formula: C4H12N2O2
Method: DFT, ωB97M-V/def2-TZVPD

Geometry as ORCA input:
```
! wB97M-V def2-TZVPD RIJCOSX def2/J DEFGRID3
* xyz 0 1
C -1.643 -1.033 2.234
N -1.315 -0.086 1.301
C 0.048 0.274 1.200
C 0.914 -0.708 0.297
N 0.429 -0.451 -1.078
C 1.599 -0.515 -2.122
O -0.954 -1.324 3.234
H -2.653 -1.360 2.067
H -2.015 0.251 0.568
H 0.093 1.302 0.895
H 0.621 0.296 2.213
H 0.676 -1.726 0.650
H 1.984 -0.451 0.526
H -0.308 -1.017 -1.298
H 2.593 -0.681 -1.591
H 1.241 -0.982 -3.044
H 1.637 0.487 -2.733
H -0.917 1.832 -0.988
H -0.781 3.215 -1.466
O -1.247 2.675 -0.864
*
```

Computed properties:
* LUMO: 0.69 eV
* energy relative to the best compared isomer or geometry (same formula, charge and spin): 72.0 kcal/mol
* DFT total energy: -11416.09356 eV

---

No. 7
Molecular formula: C4H12N2O2
Method: DFT, ωB97M-V/def2-TZVPD

Geometry as ORCA input:
```
! wB97M-V def2-TZVPD RIJCOSX def2/J DEFGRID3
* xyz 0 1
C 0.339 -1.979 -0.830
N 1.371 -1.430 -0.050
C 0.956 -0.594 1.121
C -0.186 0.328 0.734
N 0.040 1.721 0.419
C 1.123 2.370 -0.262
O -1.377 0.167 0.767
H -0.295 -1.057 -1.309
H -0.389 -2.589 -0.320
H 0.850 -2.707 -1.592
H 1.916 -0.838 -0.592
H 0.704 -1.124 2.105
H 1.849 0.020 1.530
H -0.769 2.186 0.526
H 1.520 3.331 0.133
H 2.036 1.948 0.081
H 0.940 2.670 -1.233
H -3.591 -1.476 -0.037
H -3.580 -0.055 -0.412
O -3.458 -0.892 -0.780
*
```

Computed properties:
* LUMO: 0.75 eV
* energy relative to the best compared isomer or geometry (same formula, charge and spin): 86.8 kcal/mol
* DFT total energy: -11415.45232 eV

---

No. 8
Molecular formula: C4H12N2O2
Method: DFT, ωB97M-V/def2-TZVPD

Geometry as ORCA input:
```
! wB97M-V def2-TZVPD RIJCOSX def2/J DEFGRID3
* xyz 1 2
N 2.760 0.741 -2.261
C 1.998 0.569 -1.203
O 2.293 -0.346 -0.332
O 0.972 1.224 -0.930
H 3.586 0.181 -2.395
H 2.485 1.464 -2.909
C -2.336 -0.126 -0.638
C -1.316 -0.818 0.250
N -0.528 0.190 1.032
C 0.158 -0.354 2.242
H -1.815 0.559 -1.302
H -2.840 -0.872 -1.241
H -3.073 0.424 -0.058
H -1.769 -1.534 0.928
H -0.583 -1.368 -0.347
H -1.120 0.986 1.262
H 0.201 0.529 0.367
H -0.562 -0.412 3.046
H 0.986 0.305 2.488
H 0.503 -1.341 2.000
*
```

Computed properties:
* LUMO (spin up / spin down): -2.59 / -7.19 eV
* <S²>: 0.76
* energy relative to the best compared isomer or geometry (same formula, charge and spin): 0.0 kcal/mol
* DFT total energy: -11410.61122 eV

---

No. 9
Molecular formula: C4H12N2O2
Method: DFT, ωB97M-V/def2-TZVPD

Geometry as ORCA input:
```
! wB97M-V def2-TZVPD RIJCOSX def2/J DEFGRID3
* xyz 1 2
N -0.600 -0.573 1.289
C 0.685 -0.223 0.586
C 1.557 0.925 1.184
C 0.103 0.241 -0.807
N 0.069 -0.667 -1.839
C 0.100 -2.093 -1.695
O -0.371 1.343 -1.100
H -0.491 -0.955 2.172
H -1.188 0.393 1.347
H 1.075 -1.197 0.423
H 0.942 1.747 1.623
H 2.189 1.363 0.512
H 2.109 0.566 2.101
H -0.402 -0.218 -2.648
H -0.361 -2.323 -0.582
H -0.377 -2.676 -2.471
H 1.167 -2.406 -1.705
H -2.774 2.624 0.528
H -1.389 2.057 0.197
O -2.043 2.074 0.885
*
```

Computed properties:
* LUMO (spin up / spin down): -3.85 / -9.09 eV
* <S²>: 0.77
* energy relative to the best compared isomer or geometry (same formula, charge and spin): 62.4 kcal/mol
* DFT total energy: -11407.90746 eV

---

No. 10
Molecular formula: C4H12N2O2Si
Method: DFT, ωB97M-V/def2-TZVPD

Geometry as ORCA input:
```
! wB97M-V def2-TZVPD RIJCOSX def2/J DEFGRID3
* xyz 0 1
C 1.553 -1.944 -0.156
C -1.566 -0.493 0.258
C 0.063 1.886 1.259
C 0.075 1.142 -1.741
N 1.334 -0.592 0.309
N 2.980 0.190 -0.083
O 3.760 -0.665 -0.168
O 3.053 1.347 -0.130
Si 0.041 0.448 0.024
H 1.673 -1.965 -1.218
H 2.462 -2.210 0.300
H 0.636 -2.485 0.134
H -2.190 -0.731 -0.653
H -1.492 -1.460 0.718
H -2.337 -0.109 0.936
H 0.534 2.789 0.770
H -0.986 2.163 1.333
H 0.604 1.590 2.149
H -0.342 0.441 -2.475
H -0.306 2.050 -1.973
H 1.151 1.196 -1.921
*
```

Computed properties:
* LUMO: 0.08 eV
* energy relative to the best compared isomer or geometry (same formula, charge and spin): 160.5 kcal/mol
* DFT total energy: -19291.60314 eV